# 1
ORCA calculation (ωB97M-V with the def2-TZVPD basis set) on a cluster of 3 separate species, C2H10N2O3 in total in a non-equilibrium geometry.

Structure (XYZ):
```
17
Properties=species:S:1:pos:R:3:forces:R:3:nbo_charge:R:1
N 1.153 -0.637 -1.231 0.1 0.1 0.0 -0.8428
C 0.112 -0.362 -0.237 0.4 -0.5 -0.1 -0.3258
C 0.143 1.127 0.008 -0.9 0.4 -0.3 0.6877
N 0.824 1.571 1.088 1.0 0.3 0.4 -0.8057
O -0.466 1.908 -0.714 0.0 -0.2 0.1 -0.6499
H 1.384 -1.624 -1.278 -0.2 0.2 -0.1 0.3632
H 0.824 -0.304 -2.133 0.1 -0.3 0.0 0.3822
H -0.880 -0.670 -0.560 -0.2 0.2 -0.1 0.2049
H 0.313 -0.932 0.668 0.2 0.2 0.2 0.2129
H 1.650 1.056 1.365 -0.3 -0.2 0.1 0.3929
H 0.958 2.576 1.137 -0.2 -0.2 -0.1 0.3936
O -0.392 -1.848 3.186 0.0 0.3 -0.5 -0.9455
H -0.284 -1.503 4.073 0.0 -0.2 0.2 0.4743
H -0.349 -2.804 3.228 0.0 -0.1 0.3 0.4730
O -1.584 0.427 -2.857 -0.4 0.4 -0.6 -0.9811
H -1.500 1.066 -2.127 0.2 0.0 0.0 0.4986
H -1.906 0.952 -3.616 0.3 -0.5 0.6 0.4677
```
Positions in Å, forces in eV/Å.

E_LUMO: 0.62 eV
SMILES: NCC(N)=O.O.O
ΔE to the lowest compared entry with this formula, charge and spin: 53.7 kJ/mol
Frontier orbital gap: 9.9 eV
2S+1: 1

***

# 2
ORCA calculation (ωB97M-V with the def2-TZVPD basis set) on a structure of composition C30H24BrFeN3O6 in a non-equilibrium geometry.

Structure (XYZ):
```
65
Properties=species:S:1:pos:R:3:forces:R:3:nbo_charge:R:1
Fe -0.143 -0.358 0.162 0.1 1.1 0.3 1.8260
O -2.166 -0.269 -0.153 1.1 -0.9 0.5 -0.7460
C -3.061 0.481 -0.648 -0.1 0.6 -0.4 0.3988
C -4.373 -0.031 -0.867 -0.1 -0.1 0.0 -0.2312
C -5.346 0.730 -1.451 0.1 -0.1 0.0 -0.2040
C -5.078 2.050 -1.868 0.0 0.1 0.0 -0.2678
C -3.839 2.588 -1.645 -0.2 0.0 -0.1 -0.1590
C -2.817 1.855 -1.010 0.1 -0.4 0.1 -0.1791
C -1.603 2.508 -0.683 -0.2 0.3 -0.1 0.0952
N -0.666 1.961 0.030 0.1 -1.4 -0.1 -0.3034
N 0.343 2.733 0.370 0.5 0.8 0.1 -0.3790
C 1.271 2.059 1.063 -0.2 0.3 -0.2 0.5843
O 1.181 0.852 1.384 -0.4 -0.9 -0.3 -0.7270
C 2.465 2.835 1.487 0.1 0.0 0.0 -0.0464
C 3.383 2.233 2.344 0.0 -0.1 -0.1 -0.1985
C 4.507 2.927 2.759 0.0 0.0 0.0 -0.2189
C 4.725 4.224 2.314 0.0 0.0 0.0 -0.2121
C 3.818 4.823 1.450 0.0 0.0 0.0 -0.2275
C 2.689 4.134 1.038 0.0 0.0 0.0 -0.1870
H -4.556 -1.051 -0.558 0.0 0.0 0.0 0.2145
H -6.334 0.312 -1.598 0.0 0.0 0.0 0.2040
H -5.847 2.636 -2.354 0.0 0.0 0.0 0.2044
H -3.630 3.610 -1.944 0.0 0.0 0.0 0.2037
H -1.479 3.546 -1.003 0.1 -0.1 0.1 0.1779
H 3.189 1.222 2.677 0.0 0.1 -0.1 0.2464
H 5.217 2.458 3.429 0.0 0.0 0.0 0.2033
H 5.608 4.767 2.628 0.0 0.0 0.0 0.2014
H 3.996 5.832 1.100 0.0 0.0 0.0 0.2040
H 1.976 4.581 0.361 0.0 0.0 0.0 0.2361
Br -0.409 -4.309 -0.327 0.0 -0.1 0.1 0.0911
C 1.243 -3.411 -0.456 0.1 0.1 -0.2 0.1808
C 2.417 -4.095 -0.185 0.0 0.0 0.0 -0.2856
C 3.612 -3.422 -0.388 -0.1 0.1 0.0 -0.1499
C 3.591 -2.131 -0.892 0.1 0.0 0.0 -0.2350
C 2.365 -1.538 -1.135 -0.1 0.2 0.0 0.1190
N 1.209 -2.161 -0.888 -0.3 -0.1 0.4 -0.5343
C 2.221 -0.124 -1.716 0.3 -0.3 0.1 0.7497
O 3.169 0.327 -2.349 -0.1 0.0 0.1 -0.6627
O 1.093 0.410 -1.481 -0.7 0.0 0.6 -0.8093
H 2.391 -5.116 0.164 0.0 0.0 0.0 0.2315
H 4.552 -3.915 -0.175 0.0 0.0 0.0 0.2141
H 4.492 -1.571 -1.096 0.0 0.0 -0.1 0.2447
C 2.217 2.142 6.267 0.0 -0.1 0.0 -0.6222
C 1.604 1.081 5.388 0.1 0.1 0.0 -0.0220
C 2.416 0.180 4.708 -0.1 -0.1 0.1 -0.2388
C 1.874 -0.797 3.883 0.0 0.0 0.1 0.0180
C 2.763 -1.700 3.069 -0.1 0.1 0.0 -0.6452
C 0.488 -0.903 3.781 0.0 -0.2 -0.1 -0.0598
C -0.346 -0.020 4.458 0.0 0.0 0.0 0.0014
C -1.840 -0.140 4.323 0.0 0.0 0.0 -0.6414
C 0.228 0.975 5.244 0.0 0.0 0.0 -0.2263
C -0.106 -2.005 2.913 0.0 0.3 0.7 0.7797
O -0.545 -3.013 3.454 0.1 0.1 -0.3 -0.6611
O -0.076 -1.777 1.653 -0.2 0.5 -1.3 -0.8860
H 3.051 2.632 5.761 0.0 0.0 0.0 0.2146
H 2.602 1.700 7.190 0.0 0.1 0.0 0.2068
H 1.481 2.900 6.535 0.0 0.0 0.0 0.2080
H 3.495 0.258 4.814 0.0 0.0 0.0 0.1937
H 3.793 -1.671 3.429 0.0 0.0 0.0 0.2018
H 2.743 -1.373 2.026 0.1 0.0 0.0 0.2299
H 2.407 -2.731 3.100 0.0 0.0 0.0 0.2261
H -2.150 0.058 3.294 0.0 0.0 0.0 0.2252
H -2.347 0.566 4.982 0.0 0.0 0.0 0.2010
H -2.162 -1.152 4.569 0.0 0.0 0.0 0.2359
H -0.416 1.688 5.750 0.0 0.0 0.0 0.1934
```
Positions in Å, forces in eV/Å.

Net charge: -1
E_LUMO (alpha / beta): 2.51 / 0.42 eV
ΔE to the lowest compared entry with this formula, charge and spin: 55.9 kJ/mol
Frontier orbital gap (alpha / beta): 7.6 / 5.4 eV
2S+1: 6

***

# 3
ORCA calculation (ωB97M-V with the def2-TZVPD basis set) on a structure of composition C3H3HgNaO3 in a non-equilibrium geometry.

Structure (XYZ):
```
11
Properties=species:S:1:pos:R:3:forces:R:3:nbo_charge:R:1
H -1.042 -0.926 -0.691 0.7 0.4 0.1 0.2907
C -0.874 -0.138 0.091 -0.8 -0.7 0.5 -0.2899
C -2.265 0.313 0.425 -1.4 1.0 -0.5 0.4227
O -2.647 1.469 0.342 0.8 -0.8 0.2 -0.5767
O 0.017 0.830 -0.252 -0.3 -0.9 0.3 -0.2772
H -0.586 -0.758 0.981 0.7 0.3 -0.5 0.2834
H -2.995 -0.496 0.654 0.4 0.3 0.1 0.1654
Na -0.840 2.842 -0.186 -0.3 0.6 0.0 0.9805
C 2.486 -0.438 -0.931 1.8 -2.0 1.1 0.5079
O 3.149 -1.217 -0.406 -3.2 2.0 -1.5 -0.5283
Hg 5.597 -1.480 -0.028 1.6 -0.2 0.3 0.0216
```
Positions in Å, forces in eV/Å.

Net charge: +1
E_LUMO (alpha / beta): -4.18 / -7.64 eV
Frontier orbital gap (alpha / beta): 6.8 / 3.3 eV
2S+1: 2

***

Number 1: E_tot -417.4531 a.u.. Number 2: E_tot -5611.2138 a.u.. Number 3: E_tot -657.2448 a.u..